DFT (ωB97M-V/def2-TZVPD) results for a structure of composition C46H45GaN4O6P2S at a distorted geometry.

Positions of all 105 atoms, in Å:
Ga  -1.024  0.549  1.852
O  -2.122  0.716  5.794
C  -1.808  0.408  4.664
O  -1.359  1.175  3.753
C  -1.871  -1.061  4.243
C  -2.215  -2.065  5.138
C  -2.130  -3.381  4.720
C  -1.705  -3.641  3.425
C  -1.403  -2.576  2.595
N  -1.489  -1.314  2.996
H  -2.527  -1.785  6.131
H  -2.387  -4.189  5.387
H  -1.596  -4.649  3.057
H  -1.068  -2.735  1.581
N  1.858  1.925  1.630
P  1.368  0.661  2.631
C  2.662  -0.629  2.487
C  3.995  -0.248  2.611
C  4.998  -1.197  2.542
C  4.678  -2.530  2.331
C  3.354  -2.913  2.203
C  2.346  -1.966  2.295
C  1.767  1.239  4.299
C  1.466  0.367  5.338
C  1.776  0.708  6.639
C  2.401  1.917  6.901
C  2.683  2.795  5.868
C  2.352  2.467  4.564
P  0.816  2.084  0.265
C  1.335  3.718  -0.384
C  2.660  4.138  -0.375
C  3.024  5.315  -1.000
C  2.065  6.084  -1.639
C  0.740  5.681  -1.641
C  0.375  4.501  -1.014
C  1.654  1.085  -1.013
C  2.875  0.454  -0.830
C  3.418  -0.316  -1.842
C  2.739  -0.470  -3.037
C  1.517  0.157  -3.226
C  0.976  0.930  -2.217
H  2.858  2.013  1.463
H  4.249  0.792  2.775
H  6.030  -0.900  2.663
H  5.465  -3.268  2.274
H  3.105  -3.949  2.026
H  1.311  -2.266  2.213
H  0.980  -0.574  5.110
H  1.528  0.038  7.447
H  2.658  2.179  7.916
H  3.156  3.742  6.082
H  2.535  3.163  3.758
H  3.419  3.548  0.119
H  4.057  5.632  -1.000
H  2.354  7.000  -2.132
H  -0.007  6.288  -2.131
H  -0.659  4.182  -1.000
H  3.407  0.521  0.108
H  4.367  -0.807  -1.683
H  3.154  -1.094  -3.816
H  0.979  0.031  -4.154
H  0.014  1.410  -2.345
C  -3.855  0.268  -0.083
C  -3.326  1.617  0.260
C  -3.802  2.834  -0.147
C  -3.064  3.820  0.541
C  -2.169  3.167  1.347
C  -1.243  3.765  2.350
N  -2.310  1.806  1.167
H  -4.904  0.194  0.211
H  -3.286  -0.488  0.466
H  -3.789  0.083  -1.157
H  -4.595  2.987  -0.853
H  -3.188  4.887  0.476
H  -1.267  4.850  2.260
H  -0.214  3.414  2.212
H  -1.548  3.490  3.360
C  -0.681  -4.864  -8.400
C  -1.379  -4.017  -7.384
C  -2.396  -4.546  -6.595
C  -3.056  -3.757  -5.670
C  -2.691  -2.433  -5.535
C  -1.692  -1.881  -6.311
C  -1.038  -2.677  -7.235
S  -3.506  -1.437  -4.303
O  -4.914  -1.711  -4.311
O  -3.066  -0.076  -4.418
N  -2.914  -2.149  -2.903
C  -1.701  -1.584  -2.346
C  -1.305  -2.347  -1.085
C  -0.223  -1.572  -0.312
O  0.940  -1.913  -0.352
O  -0.670  -0.570  0.374
H  -0.722  -5.914  -8.125
H  0.358  -4.563  -8.505
H  -1.163  -4.748  -9.371
H  -2.670  -5.584  -6.712
H  -3.854  -4.146  -5.057
H  -1.455  -0.837  -6.181
H  -0.257  -2.259  -7.852
H  -3.663  -2.214  -2.229
H  -1.828  -0.520  -2.105
H  -0.922  -1.678  -3.107
H  -0.930  -3.338  -1.348
H  -2.192  -2.446  -0.452

Atomic forces in eV per Å
-0.48 -0.24 0.87
-0.09 -0.13 0.21
-0.11 -0.34 0.18
0.19 0.23 -0.82
-0.04 0.24 0.45
0.02 0.06 -0.10
0.00 0.16 -0.13
0.07 0.06 -0.05
0.01 -0.40 -0.22
-0.03 0.48 -0.28
0.00 0.07 0.06
-0.01 -0.08 0.08
-0.03 -0.06 -0.03
-0.04 -0.06 -0.01
0.26 -0.27 -0.30
0.80 0.34 0.16
-0.39 -0.06 -0.08
-0.02 0.04 0.03
0.11 0.11 0.00
-0.06 -0.07 -0.02
0.05 -0.09 0.03
-0.13 0.12 0.04
-0.36 -0.07 -0.03
0.01 0.03 -0.06
-0.02 -0.09 0.04
0.01 0.05 0.05
0.06 0.06 0.12
-0.06 -0.04 -0.19
0.91 0.41 -0.43
-0.33 -0.03 0.10
-0.02 0.00 0.06
0.12 0.00 0.05
-0.09 0.06 -0.04
0.03 0.14 -0.08
-0.02 -0.14 0.10
-0.15 -0.08 0.14
-0.07 0.12 0.01
0.10 -0.05 -0.05
0.06 -0.06 -0.07
-0.07 -0.04 -0.09
0.03 0.01 0.10
-0.14 0.11 0.16
0.07 0.03 0.09
0.04 0.03 -0.04
0.04 -0.06 -0.02
-0.03 -0.04 0.02
-0.01 -0.02 -0.11
0.00 -0.13 0.12
-0.02 -0.07 0.09
0.01 0.04 0.09
0.02 0.08 0.00
0.03 0.05 -0.05
0.14 -0.09 -0.02
0.06 0.01 0.03
0.01 0.10 -0.05
-0.06 0.01 -0.02
-0.14 0.00 -0.01
0.02 0.01 0.03
0.06 -0.07 -0.02
0.03 -0.02 -0.07
-0.04 0.00 -0.08
-0.12 0.03 -0.11
0.09 -0.01 0.11
-0.10 -0.09 -0.18
0.00 -0.17 -0.15
0.16 0.06 0.07
0.04 0.21 0.12
-0.07 -0.15 0.06
0.03 -0.18 0.35
0.02 -0.11 -0.02
-0.12 -0.15 -0.19
0.00 -0.15 0.02
-0.20 0.02 -0.11
0.00 0.14 0.04
0.13 0.03 -0.05
0.00 0.23 0.17
0.10 0.07 0.01
-0.04 0.02 -0.05
0.02 0.11 0.05
-0.06 0.13 0.08
-0.08 -0.18 -0.04
-0.15 0.50 0.32
0.02 0.17 0.03
-0.06 -0.09 0.02
0.02 -0.32 0.40
0.03 -0.28 0.00
0.33 -0.21 -0.07
-0.51 0.18 -0.59
0.38 0.32 0.09
0.22 0.23 -0.10
0.02 -0.64 -0.14
0.09 -0.21 -0.04
-0.63 0.30 -0.01
0.04 -0.11 -0.03
0.10 -0.03 -0.04
0.01 -0.05 -0.09
-0.05 -0.13 0.01
-0.07 -0.14 0.05
0.11 0.12 -0.04
0.10 0.08 -0.05
-0.28 0.04 0.02
0.09 -0.12 -0.08
0.11 0.10 0.12
-0.02 0.09 0.08
0.04 0.00 0.03

Output
- frontier orbital gap (eV) = 6.69
- maximum force (eV/Å) = 1.1
- charge = 0
- highest occupied orbital energy (eV) = -6.87
- ΔE to the lowest compared entry with this formula, charge and spin (kJ/mol) = 48.93

DFT (ωB97M-V/def2-TZVPD) results for a cluster of 8 separate species, C46H45N7O16 in total at a distorted geometry.

Positions of all 114 atoms, in Å:
O  -1.229  -1.691  0.639
N  -0.114  -1.294  0.383
O  1.004  -1.839  0.726
C  0.043  0.045  -0.278
C  1.329  0.635  -0.501
C  1.414  1.760  -1.226
C  0.185  2.379  -1.631
C  -1.069  1.967  -1.206
C  -1.139  0.693  -0.748
H  2.280  0.175  -0.277
H  2.331  1.995  -1.746
H  0.249  3.296  -2.199
H  -1.972  2.555  -1.288
H  -2.101  0.207  -0.684
O  -6.429  1.458  4.397
N  -6.588  1.889  3.215
O  -7.686  1.612  2.729
C  -5.584  2.703  2.465
C  -5.924  3.281  1.242
C  -4.941  3.992  0.549
C  -3.690  4.142  1.077
C  -3.454  3.672  2.309
C  -4.406  2.941  3.032
H  -6.874  3.161  0.743
H  -5.177  4.536  -0.354
H  -2.910  4.601  0.487
H  -2.530  3.773  2.859
H  -4.227  2.575  4.033
O  5.493  -1.494  1.097
N  5.077  -0.511  1.657
O  3.925  -0.158  1.449
C  5.852  0.084  2.746
C  5.886  1.509  2.931
C  6.569  2.178  3.949
C  7.337  1.444  4.789
C  7.492  0.082  4.576
C  6.636  -0.598  3.686
H  5.352  2.174  2.267
H  6.521  3.249  4.082
H  7.906  1.975  5.538
H  8.123  -0.516  5.217
H  6.767  -1.670  3.712
O  0.345  -8.819  0.838
N  -0.226  -8.569  1.894
O  -0.638  -9.517  2.555
C  -0.256  -7.212  2.350
C  0.233  -6.190  1.576
C  0.077  -4.815  1.910
C  -0.541  -4.598  3.128
C  -0.933  -5.606  3.979
C  -0.852  -6.919  3.564
H  0.658  -6.433  0.613
H  0.550  -3.996  1.390
H  -0.542  -3.566  3.445
H  -1.285  -5.355  4.969
H  -1.248  -7.707  4.187
O  4.462  -4.937  -0.032
N  3.469  -4.796  -0.771
O  2.773  -5.747  -0.973
C  3.374  -3.471  -1.488
C  2.179  -3.020  -2.005
C  1.997  -1.771  -2.600
C  3.147  -1.046  -2.773
C  4.459  -1.469  -2.323
C  4.499  -2.625  -1.631
H  1.261  -3.573  -1.872
H  1.025  -1.367  -2.839
H  3.033  -0.086  -3.254
H  5.365  -0.898  -2.467
H  5.468  -2.833  -1.202
O  4.892  1.974  -2.874
N  4.658  3.053  -3.379
O  3.508  3.495  -3.585
C  5.775  4.010  -3.561
C  6.960  3.965  -2.774
C  7.896  4.993  -3.048
C  7.667  6.038  -3.989
C  6.469  5.993  -4.715
C  5.527  5.114  -4.412
H  6.956  3.345  -1.890
H  8.781  5.031  -2.431
H  8.351  6.844  -4.211
H  6.208  6.832  -5.343
H  4.618  5.113  -4.995
O  -4.212  -7.258  1.583
N  -5.270  -6.659  1.639
O  -6.338  -7.162  1.338
C  -5.217  -5.173  1.857
C  -4.050  -4.474  1.611
C  -3.992  -3.054  1.980
C  -5.153  -2.386  2.305
C  -6.288  -3.131  2.536
C  -6.417  -4.507  2.293
H  -3.134  -5.024  1.455
H  -3.037  -2.550  1.949
H  -5.172  -1.336  2.557
H  -6.945  -2.535  3.152
H  -7.321  -5.081  2.436
C  -5.832  6.436  -2.901
O  -5.419  5.103  -2.639
C  -5.147  4.198  -3.746
C  -4.939  2.804  -3.249
O  -3.575  2.519  -3.466
C  -3.390  1.089  -3.659
H  -5.582  7.031  -2.022
H  -6.921  6.467  -2.939
H  -5.428  6.844  -3.827
H  -4.360  4.524  -4.426
H  -6.107  4.321  -4.246
H  -5.558  2.199  -3.911
H  -5.183  2.654  -2.197
H  -3.850  0.646  -2.775
H  -2.308  1.102  -3.527
H  -3.698  0.568  -4.565

Atomic forces in eV per Å
0.76 -0.29 -0.22
3.49 0.48 0.80
-3.67 1.09 -0.97
-0.45 0.56 -0.84
-0.74 -2.47 0.99
-2.46 1.28 -2.35
1.26 1.18 0.78
0.94 0.53 -0.84
0.92 -2.19 2.07
-0.36 -0.59 0.56
0.19 0.54 0.45
0.07 0.15 -0.11
0.04 0.04 -0.65
0.02 -0.17 0.45
1.94 1.69 -2.29
-2.84 -2.10 2.83
1.43 1.15 -1.47
-2.69 -0.45 -0.67
0.31 -0.01 -0.92
-1.61 0.06 0.01
0.71 0.49 -1.07
0.76 -1.33 2.94
1.80 0.44 0.80
-0.22 -0.16 0.44
-0.19 -0.40 -0.33
0.05 0.30 0.11
0.39 0.32 -0.45
0.21 -0.05 -0.01
1.78 -0.35 -0.03
-1.84 -1.52 0.34
0.32 1.61 0.52
1.38 3.06 1.91
-0.91 -0.29 -0.89
-0.94 -0.58 -1.05
1.58 -0.55 0.54
-1.64 -0.21 0.22
1.07 -0.46 -0.69
-0.33 -0.33 -0.35
-0.23 0.03 -0.30
0.14 -0.22 0.23
0.05 0.02 0.01
-0.41 -0.18 -0.45
-0.18 1.22 -0.20
1.47 -3.12 -1.22
-0.69 1.44 0.91
-0.97 1.16 0.90
0.20 1.38 -1.76
0.11 -2.49 0.90
0.97 1.43 -0.14
-0.27 -0.23 0.03
-0.22 -0.39 0.61
0.28 -0.16 0.03
-0.25 -0.18 -0.38
-0.40 0.14 0.32
-0.24 -0.10 -0.01
0.11 -0.14 -0.04
-0.82 1.34 -0.60
3.40 -0.14 0.98
-2.08 0.32 -1.02
-0.14 0.73 -0.33
-1.56 -0.79 0.57
1.69 -0.59 0.56
1.57 1.03 -0.37
-3.02 0.89 -0.94
0.89 -1.75 1.00
0.13 -0.61 0.17
0.01 -0.21 -0.18
0.30 0.24 -0.06
-0.23 0.25 -0.06
-0.17 -0.74 0.20
0.13 0.07 -0.44
-1.31 1.33 1.15
1.75 -0.96 -0.13
0.66 1.17 0.19
-1.65 1.31 -1.47
-0.27 0.64 -0.05
-0.49 -2.01 0.28
2.01 2.76 0.69
-1.83 -3.71 -0.21
0.62 -0.39 -0.26
0.12 0.01 0.01
0.33 -0.18 0.36
0.16 -0.07 -0.36
-0.26 0.00 0.27
-0.08 0.34 0.59
0.39 0.17 -1.64
-0.06 0.44 0.72
-1.68 0.96 0.14
0.17 1.61 2.11
-0.07 -2.05 -1.58
1.30 -0.84 0.19
-0.99 -0.60 0.65
2.02 0.26 -0.36
0.05 0.05 -0.37
0.03 -0.04 -0.20
0.19 0.06 0.03
-1.26 -0.48 -0.46
0.02 0.11 0.23
-0.40 -0.74 0.09
1.51 -0.21 0.66
-2.44 2.28 0.81
0.45 0.48 -0.90
-0.48 -1.39 -1.05
1.36 1.47 1.89
0.41 0.08 -0.21
-0.25 -0.01 -0.36
0.21 0.09 0.09
0.28 0.07 0.30
0.02 -0.75 -0.91
-0.08 -0.53 0.27
-0.34 0.11 0.03
0.02 -0.64 -0.11
0.04 -1.06 -0.30
-0.32 0.73 -0.28

Output
- frontier orbital gap (eV) = 8.07
- maximum force (eV/Å) = 4.5
- charge = 0
- SMILES string = O=[N+]([O-])c1ccccc1.O=[N+]([O-])c1ccccc1.O=[N+]([O-])c1ccccc1.O=[N+]([O-])c1ccccc1.O=[N+]([O-])c1ccccc1.O=[N+]([O-])c1ccccc1.O=[N+]([O-])c1ccccc1.COCCOC
- highest occupied orbital energy (eV) = -9.35
- ΔE to the lowest compared entry with this formula, charge and spin (kJ/mol) = 428.14